(1)
58
Properties=species:S:1:pos:R:3:lowdin_charge:R:1 method="wB97M-V/def2-TZVPD" multiplicity=1 e_homo_ev=-10.350 total_charge=+1 gap_ev=5.3
Y 0.023 0.109 -0.129 1.6139
O 0.209 -7.889 -0.836 0.1164
O -0.007 -1.868 0.594 -0.1669
O -1.693 -2.453 -2.984 0.1858
O -0.677 -7.119 -2.645 0.1104
O 1.256 -4.810 2.800 0.1359
O 1.919 -2.887 2.086 0.0799
O -0.415 -1.070 -1.946 -0.0901
N 1.303 -3.932 1.980 -0.3393
N -0.908 -2.230 -2.105 -0.2630
N -0.062 2.232 -0.233 -0.1052
N -2.071 0.628 0.808 -0.3228
N -0.196 -7.001 -1.545 -0.3586
N 2.229 0.713 0.130 -0.3375
C 0.504 -5.437 0.225 0.1232
C 2.401 0.616 1.603 -0.0410
C -0.457 -3.297 -1.253 -0.0504
C -2.137 0.421 2.269 -0.0424
C 0.069 -3.023 0.047 -0.2522
C 2.341 2.126 -0.265 -0.2067
C -3.018 4.509 -0.561 -0.0619
C -1.735 4.023 -0.737 -0.0197
C -2.366 2.018 0.415 -0.2065
C -0.569 -4.583 -1.774 0.1152
C -3.636 2.527 0.616 -0.0288
C -2.993 -0.304 0.120 -0.0625
C 1.154 2.913 -0.302 -0.2148
C 0.607 -4.152 0.714 -0.0414
C 3.715 4.064 -0.633 -0.0707
C 3.584 2.692 -0.463 -0.0281
C 3.165 -0.209 -0.539 -0.0513
C -1.346 2.791 -0.191 -0.2096
C 2.584 4.858 -0.550 -0.0649
C -0.094 -5.637 -1.015 -0.1033
C -3.965 3.789 0.148 -0.0666
C 1.329 4.300 -0.386 -0.0156
H -1.746 -0.569 2.520 0.0909
H -2.736 -1.335 0.382 0.0920
H -4.954 4.188 0.308 0.1092
H -4.031 -0.124 0.416 0.1006
H 4.686 4.499 -0.794 0.1071
H -4.381 1.934 1.124 0.1141
H 2.671 5.932 -0.622 0.1128
H -1.542 1.189 2.766 0.1066
H 1.684 1.286 2.094 0.1048
H 2.924 -1.236 -0.252 0.0885
H -2.925 -0.159 -0.964 0.1040
H -0.999 -4.757 -2.750 0.1443
H -3.277 5.466 -0.985 0.1131
H 3.409 0.939 1.886 0.1159
H -1.035 4.593 -1.323 0.1010
H 4.199 -0.013 -0.237 0.0971
H 4.469 2.075 -0.453 0.1106
H 0.888 -6.274 0.794 0.1484
H -3.168 0.490 2.631 0.1010
H 0.479 4.955 -0.315 0.0912
H 2.249 -0.417 1.935 0.0779
H 3.088 -0.092 -1.622 0.1102

***

(2)
52
Properties=species:S:1:pos:R:3:lowdin_charge:R:1 method="wB97M-V/def2-TZVPD" multiplicity=1 e_homo_ev=-8.894 total_charge=0 smiles=Fc1ccccc1.Fc1ccccc1.Fc1ccccc1.BrCCBr.BrCCBr gap_ev=9.1
Br -1.735 -0.505 2.213 0.7270
Br 2.427 -3.086 2.836 0.6188
Br -0.468 -0.001 -2.207 0.6028
Br -0.606 -1.932 6.197 0.5383
F 3.525 1.921 -5.114 0.0422
F -2.897 -3.658 2.381 0.0629
F -2.990 6.738 -4.006 0.1020
C 0.649 -2.899 4.922 -0.6754
C -1.498 4.362 -1.684 -0.0709
C -2.180 5.861 -3.507 -0.3013
C -1.542 -6.691 3.742 -0.0761
C 3.029 1.420 -2.782 -0.0460
C -0.253 -6.066 1.741 -0.0702
C -1.281 5.178 -4.402 -0.0076
C 3.138 3.693 -3.556 -0.0258
C -0.447 -6.873 2.902 -0.0959
C 2.783 1.852 -1.545 -0.1321
C -0.582 4.110 -3.928 -0.0958
C 0.941 -2.111 3.700 -0.7031
C -2.359 -5.575 3.536 -0.0162
C -0.574 -0.486 -0.250 -0.6533
C -1.121 -4.977 1.554 -0.0176
C 2.665 4.136 -2.299 -0.0860
C 3.263 2.360 -3.842 -0.2321
C -1.822 0.168 0.369 -0.6304
C -2.101 -4.689 2.500 -0.3312
C -0.633 3.702 -2.573 -0.1116
C 2.558 3.209 -1.284 -0.1052
C -2.281 5.435 -2.175 -0.0157
H 2.762 1.136 -0.737 0.1061
H 3.187 4.446 -4.329 0.1156
H -2.887 5.903 -1.414 0.1047
H 1.385 -1.162 4.001 0.0569
H -2.793 0.011 -0.100 0.0662
H 0.602 -6.352 1.147 0.1001
H -1.331 5.481 -5.438 0.1108
H -0.605 -1.566 -0.105 0.0353
H 2.337 3.564 -0.289 0.1043
H 0.100 3.518 -4.521 0.1017
H -1.674 1.248 0.342 0.0469
H -1.581 4.065 -0.649 0.0924
H 0.055 -1.992 3.077 -0.0542
H 0.366 -0.123 0.166 0.0419
H 1.592 -2.881 5.468 0.0337
H 0.186 3.053 -2.300 0.0465
H 0.375 -3.944 4.779 0.0525
H -1.717 -7.352 4.579 0.1020
H -0.873 -4.287 0.761 0.1033
H -3.181 -5.278 4.171 0.1175
H 0.301 -7.650 2.952 0.0935
H 2.469 5.186 -2.139 0.1112
H 3.320 0.383 -2.860 0.1168

***

(3)
62
Properties=species:S:1:pos:R:3:lowdin_charge:R:1 method="wB97M-V/def2-TZVPD" multiplicity=1 e_homo_ev="-4.361 / -4.369" total_charge=-1 de_lowest_ev=2.5952 gap_ev="5.6 / 5.6"
Pt 0.774 -0.703 -0.843 1.2180
I 2.892 0.328 3.707 0.9900
Ge -2.402 0.422 -1.929 0.7598
Cl 0.241 -4.539 5.027 0.6606
S 2.001 2.169 0.370 0.9002
O 1.293 1.798 -0.876 -0.5884
O 1.294 -0.375 1.102 -0.3285
N 4.885 -0.389 -1.115 -0.1095
N 0.684 -0.649 -4.946 0.0394
N 0.498 -0.880 -2.777 -0.1758
N -0.517 -1.113 -4.630 -0.0727
N 2.802 -0.732 -1.340 -0.1419
N -0.634 -1.256 -3.366 -0.1125
N 2.591 -0.060 -3.639 0.1485
N 3.838 -0.785 -0.503 -0.0741
N 0.184 -2.701 0.228 0.0182
N 4.616 -0.045 -2.371 0.0179
C 3.314 -0.265 -2.496 -0.4676
C 0.694 2.445 1.603 -0.3952
C 0.505 -2.569 1.536 -0.1584
C 0.971 3.062 2.814 -0.1697
C 1.312 -0.501 -3.787 -0.4380
C -0.564 1.939 1.346 -0.0842
C 1.644 -1.294 3.253 -0.6011
C -3.464 -0.785 -3.134 -0.2265
C -1.521 1.890 -2.947 -0.1997
C -0.030 3.176 3.764 -0.0957
C -3.803 1.366 -0.811 -0.2254
C 1.159 -1.372 1.920 -0.3919
C -1.222 -0.412 -0.645 -0.2373
C 0.611 -3.364 3.815 -0.6241
C 2.326 3.986 0.132 -0.2109
C 0.159 -3.563 2.491 -0.1867
C -1.288 2.656 3.514 -0.0901
C -1.006 -4.707 0.706 -0.0535
C -1.550 2.026 2.312 -0.0697
C -0.626 -4.640 2.065 -0.0102
C -0.577 -3.748 -0.166 -0.1185
C 1.391 -2.263 4.186 -0.1819
H -0.841 -3.760 -1.214 0.1091
H 0.170 3.655 4.710 0.1003
H -0.953 -5.378 2.778 0.0810
H -1.682 -0.829 0.250 -0.0023
H -4.352 0.656 -0.197 0.0064
H 2.621 4.415 1.081 0.0300
H 3.095 0.205 -4.468 0.1423
H -4.485 -0.425 -3.211 0.0015
H 1.966 3.422 3.035 0.0876
H 3.132 4.090 -0.587 0.0439
H -0.752 1.424 0.406 0.0441
H 1.792 -2.192 5.186 0.0896
H -1.628 -5.518 0.357 0.0992
H -4.516 1.879 -1.453 0.0076
H -3.473 -1.789 -2.729 0.0016
H -0.491 1.651 -3.185 -0.0058
H -2.046 2.108 -3.872 0.0145
H -1.513 2.787 -2.336 0.0097
H 1.428 4.460 -0.241 0.0541
H -3.014 -0.827 -4.118 -0.0123
H -2.520 1.592 2.129 0.0971
H -2.062 2.724 4.262 0.0976
H -3.352 2.104 -0.153 -0.0100

***

(4)
49
Properties=species:S:1:pos:R:3:lowdin_charge:R:1 method="wB97M-V/def2-TZVPD" multiplicity=1 e_homo_ev=-8.434 total_charge=0 smiles=C[Si](C)(COCc1cccc(Oc2ccccc2)c1)c1ccc(Cl)cc1 de_lowest_ev=0.0000 gap_ev=9.1
Cl -1.196 -4.361 4.008 0.7152
Si 2.192 -1.881 -0.707 0.5820
O -3.157 2.382 -0.068 0.0199
O 1.837 0.916 -0.501 -0.1747
C -1.179 4.940 -1.796 -0.0698
C -0.507 -0.075 2.103 -0.0398
C 1.810 -2.914 1.949 -0.0839
C 1.423 -0.232 -1.219 -0.2487
C -1.772 4.956 -3.056 -0.0872
C -2.853 4.130 -3.287 -0.0937
C 1.038 -3.451 2.967 -0.1135
C -1.647 4.098 -0.810 -0.0385
C 2.146 -3.054 -2.132 -0.1610
C -2.234 1.517 0.583 -0.1790
C -0.864 -3.440 1.511 -0.1079
C -1.872 -0.149 2.279 -0.0718
C -2.718 3.264 -1.058 -0.2480
C -3.333 3.290 -2.313 -0.0046
C -0.100 -2.857 0.523 -0.0992
C 3.961 -1.668 -0.127 -0.1598
C -0.277 -3.770 2.717 -0.7207
C 0.010 0.753 1.122 -0.2066
C 1.472 0.866 0.865 -0.1715
C 1.250 -2.611 0.718 -0.2733
C -2.727 0.682 1.599 -0.0044
C -0.864 1.478 0.348 0.0113
H -0.523 -2.506 -0.417 0.1134
H 1.886 1.737 1.373 0.1411
H 4.305 -2.693 0.041 0.0425
H -1.928 -3.639 1.335 0.1180
H 0.165 -0.679 2.662 0.1024
H 1.398 -3.630 3.950 0.0946
H 4.081 -1.135 0.780 0.0144
H 2.863 -2.749 2.117 0.0990
H -0.354 5.593 -1.604 0.0998
H 1.368 -2.773 -2.837 0.0329
H -2.281 -0.804 3.019 0.1051
H -4.158 2.633 -2.516 0.1144
H 1.635 -0.032 -2.262 0.0929
H -3.302 4.109 -4.263 0.1016
H 1.995 -0.001 1.287 0.1010
H 3.104 -3.049 -2.654 0.0367
H -1.444 5.685 -3.771 0.0975
H 4.554 -1.182 -0.889 0.0363
H -1.201 4.110 0.167 0.1228
H 0.324 -0.323 -1.116 0.0864
H -0.460 1.952 -0.517 0.1176
H 1.938 -4.084 -1.832 0.0409
H -3.801 0.653 1.728 0.1176

***

How do the records compare in M? In the order shown, they have 571.4, 664.0, 921.6, 383.0 g/mol.
How do the records compare in F_max? In the order shown, they have 1.1, 4.1, 2.8, 1.7 eV/Å.